# 1
51
Properties=species:S:1:pos:R:3:forces:R:3:nbo_charge:R:1 method="wB97M-V/def2-TZVPD" orbital_gap_ev="6.802 / 5.973" charge=+1 s2=6.0412 multiplicity=5 lumo_energy_ha="-0.1407 / -0.1741"
Os -0.431 -0.039 -0.234 -0.1 -0.1 0.1 1.531
C -0.631 1.264 3.914 0.0 0.0 0.1 -0.219
C -0.865 0.066 4.561 0.0 0.0 0.1 -0.122
C -0.893 -1.113 3.828 0.0 0.0 0.1 -0.196
C -0.688 -1.060 2.467 0.0 0.1 0.0 0.166
N -0.451 0.121 1.844 0.1 0.1 0.1 -0.441
C -0.427 1.256 2.546 0.0 -0.1 -0.2 0.104
C -0.684 -2.257 1.595 0.0 0.0 -0.1 0.216
C -0.837 -3.565 2.007 0.0 -0.1 0.0 -0.205
C -0.744 -4.573 1.055 0.0 0.0 0.0 -0.112
C -0.473 -4.282 -0.273 0.0 -0.1 0.0 -0.224
C -0.326 -2.955 -0.637 0.0 0.1 0.1 0.298
N -0.468 -2.001 0.292 0.0 0.3 0.0 -0.484
C 0.019 -2.433 -1.977 0.0 0.0 0.0 0.130
C 0.163 -3.251 -3.076 0.0 -0.1 0.0 -0.204
C 0.515 -2.689 -4.297 0.0 0.0 0.0 -0.125
C 0.713 -1.327 -4.371 0.0 0.0 0.0 -0.221
C 0.547 -0.556 -3.229 0.0 0.0 0.1 0.106
N 0.208 -1.092 -2.055 0.0 0.0 0.0 -0.469
H -0.612 2.201 4.452 0.0 0.0 0.0 0.248
H -1.030 0.041 5.630 0.0 0.0 0.0 0.242
H -1.080 -2.055 4.321 0.0 0.0 0.0 0.233
H -0.257 2.153 1.967 0.0 0.0 0.0 0.254
H -1.018 -3.812 3.043 0.0 0.0 0.0 0.241
H -0.866 -5.604 1.360 0.0 0.0 0.0 0.244
H -0.375 -5.078 -0.996 0.0 0.0 0.0 0.241
H -0.001 -4.316 -2.993 0.0 0.0 0.0 0.230
H 0.631 -3.316 -5.171 0.0 0.0 0.0 0.240
H 0.988 -0.843 -5.298 0.0 0.0 0.0 0.246
H 0.668 0.518 -3.230 0.0 0.0 0.0 0.277
O 0.331 2.309 -2.487 0.0 0.0 0.0 -0.624
C -0.038 2.710 -1.405 0.1 -0.3 0.2 0.788
O -0.178 1.946 -0.334 0.0 0.1 -0.2 -0.765
C -0.263 4.170 -1.160 -0.2 0.0 0.1 -0.045
C 0.687 5.037 -1.665 0.0 -0.1 0.0 -0.207
C 0.586 6.404 -1.442 0.0 0.1 0.0 -0.153
C -0.483 6.917 -0.719 0.0 0.1 0.0 -0.216
C -1.456 6.066 -0.235 -0.1 0.0 0.0 -0.148
C -1.384 4.673 -0.444 0.2 0.0 -0.2 -0.271
S -2.689 3.693 0.061 0.0 0.0 0.0 0.104
H 1.512 4.637 -2.240 0.0 0.0 0.0 0.236
H 1.344 7.068 -1.839 0.0 0.0 0.0 0.226
H -0.561 7.982 -0.547 0.0 0.0 0.0 0.229
H -2.315 6.448 0.302 0.0 0.0 0.0 0.232
C -4.470 0.560 -1.158 0.0 0.0 0.0 -0.725
C -3.056 0.248 -0.786 0.1 0.0 0.1 0.803
O -2.166 0.186 -1.691 0.0 0.1 0.2 -0.708
O -2.723 0.047 0.420 0.0 0.0 -0.4 -0.717
H -4.839 -0.195 -1.851 0.0 0.0 0.0 0.243
H -4.486 1.519 -1.676 0.0 0.0 0.0 0.254
H -5.100 0.600 -0.274 0.0 0.0 0.0 0.237

# 2
55
Properties=species:S:1:pos:R:3:forces:R:3:nbo_charge:R:1 method="wB97M-V/def2-TZVPD" orbital_gap_ev=4.721 charge=+2 lumo_energy_ha=-0.3232
Tc -0.638 1.039 1.297 -0.8 0.1 0.0 0.329
C -2.149 -1.054 -3.513 0.0 -0.1 0.0 -0.174
C -2.779 0.030 -2.914 0.0 0.0 0.0 -0.210
C -2.656 0.238 -1.549 0.1 -0.2 0.0 -0.203
C -1.907 -0.654 -0.787 0.0 0.0 -0.2 0.143
C -1.286 -1.754 -1.380 -0.1 0.1 0.0 -0.242
C -1.407 -1.946 -2.747 -0.1 0.1 0.0 -0.180
N -1.719 -0.406 0.604 0.3 0.4 0.2 -0.391
C -1.887 -1.494 1.470 -0.1 -0.1 0.0 0.123
C -2.805 -2.527 1.269 0.1 0.1 0.1 -0.208
C -2.882 -3.532 2.216 0.0 0.0 0.0 -0.132
C -2.053 -3.546 3.344 0.1 0.1 0.0 -0.178
C -1.128 -2.539 3.548 -0.1 -0.2 0.0 -0.175
C -1.071 -1.522 2.606 0.2 0.2 -0.1 0.118
N -0.168 -0.441 2.627 -0.1 -0.2 0.1 -0.098
N 0.764 -0.383 3.448 0.1 0.2 0.0 -0.093
C 1.537 0.780 3.265 -0.1 -0.3 0.1 0.287
C 2.662 0.959 4.047 0.0 0.1 -0.1 -0.178
C 3.432 2.091 3.834 -0.1 0.0 0.0 -0.108
C 3.044 2.986 2.847 -0.1 0.0 0.0 -0.207
C 1.901 2.733 2.109 0.1 0.1 0.0 0.087
N 1.142 1.650 2.311 0.1 -0.1 0.0 -0.427
H -2.244 -1.210 -4.578 0.0 0.0 0.0 0.241
H -3.380 0.704 -3.508 0.0 0.0 0.0 0.239
H -3.176 1.052 -1.060 0.0 0.0 0.0 0.221
H -0.699 -2.438 -0.781 0.0 0.0 0.0 0.233
H -0.919 -2.789 -3.213 0.0 0.0 0.0 0.239
H -3.453 -2.522 0.405 0.0 0.0 0.0 0.250
H -3.605 -4.325 2.085 0.0 0.0 0.0 0.248
H -2.139 -4.350 4.059 0.0 0.0 0.0 0.249
H -0.473 -2.527 4.407 0.0 0.0 0.0 0.255
H 2.909 0.216 4.790 0.0 0.0 0.0 0.268
H 4.319 2.271 4.425 0.0 0.0 0.0 0.259
H 3.610 3.884 2.650 0.0 0.0 0.0 0.260
H 1.569 3.429 1.349 0.0 0.0 0.0 0.213
Se -4.943 2.174 0.815 -0.1 -0.1 -0.2 -0.416
Sb -3.844 3.506 2.348 0.0 0.1 0.1 0.850
Se -1.981 1.845 3.125 0.3 0.0 -0.1 -0.214
Se -0.854 2.756 -0.239 -0.1 -0.2 0.1 1.001
Se -1.214 4.765 -0.876 0.0 -0.1 0.2 0.027
O 1.525 2.235 -3.944 0.1 -0.1 -0.1 -0.621
C 2.002 1.043 -3.562 0.0 0.0 0.0 0.401
C 2.824 0.405 -4.494 0.0 -0.1 0.1 -0.274
C 3.368 -0.825 -4.215 0.0 0.0 0.0 -0.095
C 3.119 -1.475 -2.996 0.0 0.1 0.0 -0.248
C 2.326 -0.861 -2.069 0.0 0.0 0.0 -0.123
C 1.749 0.408 -2.323 0.0 0.0 -0.1 -0.263
C 0.933 0.959 -1.276 0.0 0.0 -0.1 0.810
O 0.332 2.137 -1.522 0.1 -0.1 -0.1 -0.729
O 0.775 0.396 -0.173 0.1 0.1 0.0 -0.628
H 0.929 2.600 -3.288 -0.2 0.2 0.2 0.499
H 3.013 0.906 -5.431 0.0 0.0 0.0 0.253
H 3.999 -1.300 -4.954 0.0 0.0 0.0 0.241
H 3.552 -2.443 -2.794 0.0 0.0 0.0 0.240
H 2.123 -1.334 -1.119 0.0 0.0 0.0 0.230

# 3
52
Properties=species:S:1:pos:R:3:forces:R:3:nbo_charge:R:1 method="wB97M-V/def2-TZVPD" orbital_gap_ev="7.848 / 7.699" charge=+1 s2=8.7576 multiplicity=6 lumo_energy_ha="-0.1322 / -0.1668"
Ru 0.215 -0.540 0.092 0.0 0.1 0.0 1.742
C 0.699 -2.502 2.884 0.0 0.0 0.0 -0.669
C -0.706 -1.989 2.900 0.0 0.0 0.0 0.280
C -1.599 -2.418 3.879 0.0 0.0 0.0 -0.228
C -2.889 -1.932 3.887 0.0 0.0 0.0 -0.115
C -3.270 -1.020 2.916 0.0 0.0 0.0 -0.219
C -2.346 -0.634 1.964 0.0 0.0 0.0 0.189
N -1.088 -1.112 1.959 0.0 -0.1 0.0 -0.507
C -2.677 0.359 0.911 0.0 0.0 0.0 0.209
C -3.961 0.824 0.671 0.0 0.0 0.0 -0.204
C -4.151 1.764 -0.327 0.0 0.0 0.0 -0.118
C -3.067 2.226 -1.052 0.0 0.0 0.0 -0.206
C -1.812 1.715 -0.760 0.0 0.0 0.0 0.206
N -1.644 0.800 0.194 0.0 0.0 0.0 -0.489
C -0.581 2.116 -1.482 0.0 0.0 0.0 0.186
C -0.518 3.293 -2.202 0.0 0.0 0.0 -0.223
C 0.658 3.603 -2.867 0.0 0.0 0.0 -0.115
C 1.716 2.723 -2.797 0.0 0.0 0.0 -0.228
C 1.600 1.557 -2.046 0.0 0.0 0.0 0.284
C 2.749 0.602 -1.967 0.0 0.0 0.0 -0.664
N 0.466 1.275 -1.385 0.0 0.1 -0.1 -0.510
H 0.881 -3.142 3.744 0.0 0.0 0.0 0.240
H 1.411 -1.678 2.902 0.0 0.0 0.0 0.259
H 0.879 -3.091 1.983 0.0 0.0 0.0 0.232
H -1.263 -3.124 4.624 0.0 0.0 0.0 0.239
H -3.593 -2.250 4.643 0.0 0.0 0.0 0.240
H -4.269 -0.612 2.918 0.0 0.0 0.0 0.232
H -4.807 0.454 1.230 0.0 0.0 0.0 0.236
H -5.145 2.128 -0.546 0.0 0.0 0.0 0.242
H -3.205 2.943 -1.847 0.0 0.0 0.0 0.238
H -1.360 3.967 -2.233 0.0 0.0 0.0 0.234
H 0.740 4.521 -3.434 0.0 0.0 0.0 0.240
H 2.642 2.923 -3.316 0.0 0.0 0.0 0.239
H 3.453 0.793 -2.774 0.0 0.0 0.0 0.240
H 2.403 -0.428 -2.049 0.0 0.0 0.0 0.225
H 3.274 0.721 -1.018 0.0 0.0 0.0 0.263
O 3.527 -5.575 -1.607 0.0 0.0 0.0 -0.623
C 2.779 -4.518 -1.279 0.0 0.0 0.0 0.368
C 1.457 -4.361 -1.712 0.0 0.0 0.0 -0.287
C 0.784 -3.229 -1.313 0.0 0.0 0.0 0.135
N 1.366 -2.320 -0.545 0.0 0.0 0.0 -0.540
C 2.621 -2.453 -0.122 0.0 0.0 0.0 0.098
C 3.378 -3.544 -0.466 0.0 0.0 0.0 -0.218
C 3.069 -1.287 0.742 0.0 0.0 0.0 0.743
O 4.187 -1.229 1.181 0.0 0.0 0.0 -0.548
O 2.119 -0.391 0.927 0.0 0.0 0.0 -0.770
C -0.653 -2.877 -1.669 0.0 0.0 0.0 0.745
O -1.313 -3.621 -2.349 0.0 0.0 0.0 -0.562
O -1.032 -1.734 -1.160 0.0 0.0 0.0 -0.759
H 3.039 -6.191 -2.166 0.0 0.0 0.0 0.498
H 0.958 -5.089 -2.339 0.0 0.0 0.0 0.257
H 4.397 -3.650 -0.123 0.0 0.0 0.0 0.263

| no. | total energy (eV) |
| --- | --- |
| 1 | -51137.6861 |
| 2 | -307389.7752 |
| 3 | -43955.7492 |